Model a:
Density functional theory data (ωB97M-V/def2-TZVPD) for C3H8ClNS in the gas phase.

HOMO-LUMO gap (Eh): 0.3682
LUMO (eV): 0.80
SMILES: NC[C@H](S)CCl

```
! RIJCOSX wB97M-V def2-TZVPD def2/J DEFGRID3
* xyz 0 1
N -2.667 0.350 0.756
C -1.630 0.995 0.029
C -0.408 0.044 0.008
S 0.256 -0.197 1.637
C 0.654 0.495 -1.002
Cl 1.801 -0.870 -1.572
H -2.328 0.153 1.722
H -3.602 0.746 0.704
H -1.221 1.986 0.455
H -2.003 1.204 -0.958
H -0.739 -0.974 -0.271
H 0.600 1.075 1.922
H 1.406 1.177 -0.597
H 0.138 0.921 -1.947
*
```

---

Model b:
Density functional theory data (ωB97M-V/def2-TZVPD) for C3H8ClNS as an isolated structure.

HOMO-LUMO gap (Eh): 0.3465
LUMO (eV): 0.44

```
! RIJCOSX wB97M-V def2-TZVPD def2/J DEFGRID3
* xyz 0 1
C 1.085 -0.721 0.389
C 1.139 1.713 -0.170
C -0.899 0.295 -0.128
N 0.396 0.530 -0.039
S -2.040 1.447 -0.325
Cl -3.766 -1.072 0.428
H 1.034 -0.708 1.600
H 0.644 -1.606 -0.089
H 2.145 -0.620 0.170
H 0.469 2.402 -0.612
H 1.565 2.047 0.717
H 2.030 1.397 -0.723
H -1.197 -0.770 0.197
H -3.239 0.112 -0.203
*
```

---

model a comes first in stability; the runner-up is 0.711 eV higher.

---

Model a:
Density functional theory data (ωB97M-V/def2-TZVPD) for an isolated ion of composition C6H12NO2 and charge +1.

HOMO-LUMO gap (spin up / spin down) (Eh): 0.1719 / 0.2415
LUMO (spin up / spin down) (eV): -2.89 / -9.92

```
! RIJCOSX wB97M-V def2-TZVPD def2/J DEFGRID3
* xyz 1 3
C 0.329 1.154 1.177
C 1.420 -2.270 0.641
C -0.505 0.245 0.082
C 1.503 -0.842 0.318
C -1.929 0.311 -2.020
C -1.465 1.070 -0.771
N 1.582 0.315 1.310
O 2.509 -1.567 0.051
O 0.577 -0.192 -0.667
H 0.403 2.087 0.565
H -0.226 1.346 2.068
H 1.533 -2.672 1.681
H 0.746 -2.751 0.039
H -1.027 -0.642 0.529
H -2.751 -0.284 -1.715
H -1.144 -0.310 -2.436
H -2.228 0.989 -2.773
H -2.399 1.176 -0.326
H -0.952 1.939 -1.139
H 2.287 0.943 1.052
H 1.737 -0.044 2.333
*
```

---

Model b:
Density functional theory data (ωB97M-V/def2-TZVPD) for an isolated ion of composition C6H12NO2 and charge +1.

HOMO-LUMO gap (spin up / spin down) (Eh): 0.2802 / 0.1937
LUMO (spin up / spin down) (eV): -2.93 / -9.28

```
! RIJCOSX wB97M-V def2-TZVPD def2/J DEFGRID3
* xyz 1 3
C 0.125 0.186 -1.104
C 3.222 0.643 -0.052
C -0.830 0.790 -0.092
C 2.257 -0.419 -0.167
C -2.392 -1.287 0.153
C -1.454 -0.312 0.831
N 1.093 -0.764 -0.495
O 3.192 -0.586 0.645
O -0.236 1.983 0.493
H -0.555 -0.397 -1.804
H 0.774 1.049 -1.502
H 3.953 0.715 -0.828
H 2.880 1.588 0.522
H -1.634 1.354 -0.647
H -2.743 -1.941 0.931
H -1.688 -1.999 -0.289
H -3.262 -0.917 -0.423
H -0.653 -0.901 1.332
H -1.708 0.234 1.751
H -0.931 2.583 0.976
H 0.591 -1.602 -0.233
*
```

---

model b comes first in stability; the runner-up is 1.109 eV higher.